Entry from the Open Molecules 2025 dataset: a molecular structure, C4H4F12K3O14S4 in a non-equilibrium geometry (ωB97M-V/def2-TZVPD).

The geometry in XYZ format:
```
41
Properties=species:S:1:pos:R:3
K 16.251 7.929 38.576
K 11.838 13.213 37.004
K 10.495 9.422 38.186
C 11.438 15.579 40.037
F 11.992 15.154 38.838
F 10.419 16.373 39.705
F 10.915 14.456 40.589
S 12.742 16.391 41.047
O 13.805 15.443 40.853
O 12.832 17.635 40.326
O 12.077 16.412 42.323
C 12.693 10.898 45.089
F 12.613 12.096 44.512
F 11.519 10.262 44.796
F 13.668 10.211 44.480
S 12.907 10.987 46.929
O 11.710 11.715 47.294
O 12.939 9.594 47.329
O 14.151 11.695 47.060
C 18.959 12.664 43.063
F 18.907 13.714 43.879
F 19.052 11.542 43.793
F 17.790 12.597 42.399
S 20.384 12.775 41.912
O 20.090 13.960 41.134
O 21.556 12.896 42.756
O 20.307 11.512 41.189
C 13.561 11.574 40.541
F 12.808 11.908 41.546
F 13.072 12.122 39.375
F 14.813 11.909 40.705
S 13.476 9.733 40.410
O 14.221 9.220 41.502
O 12.057 9.405 40.440
O 14.131 9.362 39.104
O 13.094 10.719 37.010
H 13.517 10.270 37.795
H 13.508 10.341 36.228
O 9.587 11.920 41.253
H 10.031 12.743 40.996
H 8.828 11.843 40.668
```

Summary:
Max |F| in Eh/bohr: 0.027
Total charge: -1
HOMO level in eV: -4.96

The molecule's Mulliken atomic charges, reported in e, are given here:
1. K 0.990
2. K 0.972
3. K 0.954
4. C 0.424
5. F -0.264
6. F -0.234
7. F -0.349
8. S 1.127
9. O -0.578
10. O -0.649
11. O -0.623
12. C 0.621
13. F -0.215
14. F -0.278
15. F -0.237
16. S 1.124
17. O -0.676
18. O -0.679
19. O -0.641
20. C 0.573
21. F -0.228
22. F -0.231
23. F -0.192
24. S 1.101
25. O -0.662
26. O -0.671
27. O -0.694
28. C 0.555
29. F -0.111
30. F -0.135
31. F -0.216
32. S 1.024
33. O -0.606
34. O -0.687
35. O -0.841
36. O -0.540
37. H 0.335
38. H 0.269
39. O -0.540
40. H 0.456
41. H 0.252


Entry from the Open Molecules 2025 dataset: 3 unconnected molecules or ions with the total composition C5H10ClN2O2 in a non-equilibrium geometry (ωB97M-V/def2-TZVPD).

The geometry in XYZ format:
```
20
Properties=species:S:1:pos:R:3
C -0.082 -1.948 0.000
C 1.727 1.085 0.380
C -0.669 1.745 0.200
C 0.099 -0.682 0.048
C 0.338 0.610 0.125
N -2.836 -0.876 -1.067
N -3.436 -1.072 0.054
O -4.089 -2.153 0.246
O -3.347 -0.197 0.927
Cl 2.775 -2.913 -0.059
H -0.031 -2.581 -0.962
H -0.190 -2.589 0.959
H 1.598 -2.306 0.134
H 1.887 1.768 1.317
H 2.000 1.637 -0.421
H 2.474 0.154 0.399
H -1.787 1.297 0.246
H -0.620 2.184 1.164
H -0.617 2.352 -0.746
H -3.023 -1.601 -1.791
```

Summary:
Max |F| in Eh/bohr: 0.205
Spin multiplicity: 3
⟨S²⟩: 2.009
Total charge: -1
HOMO level (spin up / spin down) in eV: -1.23 / -4.63

The molecule's Mulliken atomic charges, reported in e, are given here:
1. C -1.304
2. C -1.050
3. C -0.976
4. C 0.257
5. C 0.755
6. N -0.778
7. N 1.184
8. O -0.720
9. O -0.704
10. Cl -0.363
11. H 0.347
12. H 0.334
13. H 0.159
14. H 0.260
15. H 0.362
16. H 0.194
17. H 0.185
18. H 0.377
19. H 0.281
20. H 0.199


Entry from the Open Molecules 2025 dataset: a molecular structure, H12NaO6 (ωB97M-V/def2-TZVPD).

The geometry in XYZ format:
```
19
Properties=species:S:1:pos:R:3
Na 0.314 0.279 -0.153
O 0.066 -2.271 -0.647
H -0.102 -2.101 -1.574
H 0.275 -3.204 -0.608
O -1.862 -1.213 1.221
H -2.380 -1.758 1.813
H -1.435 -1.837 0.633
O 2.535 -0.769 0.342
H 2.802 -0.672 -0.572
H 2.641 -1.702 0.525
O -1.217 1.285 1.730
H -1.801 1.800 2.286
H -1.708 0.485 1.541
O -1.307 1.033 -1.786
H -2.246 1.218 -1.789
H -0.912 1.787 -2.223
O 1.883 2.231 -0.230
H 2.619 2.391 -0.821
H 1.834 3.019 0.311
```

Summary:
Max |F| in Eh/bohr: 0.014
Relative energy (zero: lowest compared OMol25 entry of this formula, charge and spin) in kcal/mol: 9.40
Total charge: +1
HOMO level in eV: -14.45

The molecule's Mulliken atomic charges, reported in e, are given here:
1. Na 0.776
2. O -0.605
3. H 0.325
4. H 0.286
5. O -0.628
6. H 0.298
7. H 0.337
8. O -0.598
9. H 0.336
10. H 0.293
11. O -0.604
12. H 0.308
13. H 0.386
14. O -0.586
15. H 0.302
16. H 0.315
17. O -0.515
18. H 0.286
19. H 0.287


Entry from the Open Molecules 2025 dataset: 9 unconnected molecules or ions with the total composition C18H54O9 in a non-equilibrium geometry (ωB97M-V/def2-TZVPD).

The geometry in XYZ format:
```
81
Properties=species:S:1:pos:R:3
C -2.573 3.344 -1.591
C -2.588 3.240 -0.077
O -3.272 2.088 0.374
H -3.589 3.488 -1.957
H -2.147 2.453 -2.051
H -2.008 4.220 -1.911
H -3.145 4.091 0.313
H -1.624 3.355 0.419
H -2.758 1.319 0.114
C -3.415 -2.599 -1.410
C -3.413 -2.241 -2.885
O -2.586 -1.076 -3.046
H -2.412 -2.717 -0.999
H -3.877 -3.558 -1.175
H -3.830 -1.809 -0.783
H -4.450 -2.159 -3.210
H -2.977 -3.035 -3.490
H -2.539 -0.769 -3.954
C -0.159 -0.082 0.844
C -0.614 -0.182 -0.583
O -2.004 0.090 -0.745
H 0.822 -0.552 0.915
H -0.885 -0.578 1.487
H -0.056 0.971 1.109
H -0.524 -1.230 -0.868
H -0.038 0.450 -1.259
H -2.241 -0.190 -1.632
C 2.266 3.084 0.186
C 1.362 3.760 -0.855
O 0.833 4.988 -0.304
H 2.396 2.028 -0.051
H 1.854 3.047 1.194
H 3.231 3.566 0.341
H 0.538 3.145 -1.216
H 1.942 3.990 -1.748
H 0.667 5.609 -1.016
C 2.033 -3.396 2.668
C 1.682 -3.642 1.195
O 2.906 -3.616 0.450
H 2.612 -4.254 3.010
H 1.241 -3.254 3.403
H 2.680 -2.524 2.753
H 0.985 -2.860 0.891
H 1.236 -4.621 1.018
H 2.648 -3.215 -0.384
C -1.792 2.868 5.105
C -1.471 2.058 3.847
O -0.145 2.346 3.566
H -2.855 2.886 5.347
H -1.458 3.904 5.051
H -1.257 2.487 5.975
H -2.150 2.330 3.039
H -1.617 0.983 3.944
H -0.158 3.208 3.143
C 2.813 -0.862 5.362
C 1.905 -0.001 4.501
O 0.927 0.580 5.280
H 2.268 -1.741 5.707
H 3.211 -0.363 6.245
H 3.625 -1.279 4.766
H 1.399 -0.595 3.740
H 2.453 0.761 3.948
H 0.510 1.280 4.773
C 0.803 0.576 -4.086
C 1.324 -0.082 -5.346
O 0.270 0.131 -6.253
H 1.492 0.477 -3.247
H -0.128 0.148 -3.714
H 0.611 1.624 -4.317
H 1.512 -1.152 -5.253
H 2.197 0.400 -5.787
H 0.582 -0.185 -7.104
C 0.626 -4.193 -2.097
C 1.394 -3.087 -2.800
O 2.144 -2.452 -1.857
H 1.268 -4.949 -1.643
H 0.040 -4.713 -2.855
H 0.008 -3.821 -1.280
H 0.713 -2.341 -3.208
H 1.982 -3.500 -3.620
H 2.746 -1.896 -2.356
```

Summary:
Max |F| in Eh/bohr: 0.056
Spin multiplicity: 2
Relative energy (zero: lowest compared OMol25 entry of this formula, charge and spin) in kcal/mol: 21.22
⟨S²⟩: 0.754
Total charge: +1
HOMO level (spin up / spin down) in eV: -11.67 / -11.66

The molecule's Mulliken atomic charges, reported in e, are given here:
1. C -1.012
2. C 0.066
3. O -0.645
4. H 0.317
5. H 0.085
6. H 0.326
7. H 0.500
8. H -0.084
9. H 0.489
10. C -0.869
11. C -0.228
12. O -0.441
13. H 0.008
14. H 0.418
15. H 0.285
16. H 0.305
17. H 0.322
18. H 0.201
19. C -1.315
20. C 1.340
21. O -0.611
22. H 0.390
23. H 0.383
24. H 0.251
25. H -0.365
26. H -0.323
27. H 0.140
28. C -0.883
29. C 0.139
30. O -0.549
31. H 0.241
32. H 0.018
33. H 0.407
34. H -0.076
35. H 0.414
36. H 0.297
37. C -1.281
38. C 0.606
39. O -0.623
40. H 0.390
41. H 0.360
42. H 0.153
43. H -0.343
44. H 0.315
45. H 0.411
46. C -1.044
47. C -0.223
48. O -0.605
49. H 0.388
50. H 0.299
51. H 0.294
52. H 0.213
53. H 0.345
54. H 0.314
55. C -1.368
56. C 0.582
57. O -0.131
58. H 0.374
59. H 0.389
60. H 0.408
61. H -0.002
62. H 0.336
63. H 0.421
64. C -0.528
65. C -0.357
66. O -0.535
67. H 0.313
68. H -0.160
69. H 0.431
70. H 0.235
71. H 0.363
72. H 0.300
73. C -1.324
74. C 0.357
75. O -0.474
76. H 0.400
77. H 0.396
78. H 0.082
79. H -0.169
80. H 0.514
81. H 0.242


Entry from the Open Molecules 2025 dataset: C4H7N2P in the gas phase in a non-equilibrium geometry (ωB97M-V/def2-TZVPD).

The geometry in XYZ format:
```
14
Properties=species:S:1:pos:R:3
C 1.330 0.019 1.418
C -0.775 0.227 -1.238
C 1.556 -0.575 2.697
C -1.257 1.019 -2.414
N 0.749 0.290 0.470
N 0.174 0.790 -0.507
P -1.426 -1.359 -1.165
H 1.622 -1.668 2.337
H 0.706 -0.211 3.303
H 2.424 -0.231 3.200
H -0.437 1.223 -3.163
H -1.797 1.997 -2.103
H -2.081 0.424 -2.867
H -0.787 -1.945 0.033
```

Summary:
Max |F| in Eh/bohr: 0.057
Relative energy (zero: lowest compared OMol25 entry of this formula, charge and spin) in kcal/mol: 85.84
Total charge: 0
HOMO level in eV: -7.24

The molecule's Mulliken atomic charges, reported in e, are given here:
1. C 0.343
2. C 0.424
3. C -0.757
4. C -0.978
5. N 0.833
6. N -1.241
7. P -0.157
8. H 0.252
9. H 0.231
10. H 0.318
11. H 0.233
12. H 0.240
13. H 0.350
14. H -0.090


Entry from the Open Molecules 2025 dataset: C2H5NO2 in the gas phase in a non-equilibrium geometry (ωB97M-V/def2-TZVPD).

The geometry in XYZ format:
```
10
Properties=species:S:1:pos:R:3
O -2.027 -0.218 -0.405
C -0.760 -0.403 0.280
C 0.122 0.672 0.037
N 1.427 0.663 -0.204
O 1.852 -0.660 -0.233
H -2.098 0.619 -0.792
H -0.081 -1.161 -0.195
H -1.026 -0.627 1.331
H -0.233 1.758 0.350
H 2.825 -0.643 -0.169
```

Summary:
Max |F| in Eh/bohr: 0.137
Relative energy (zero: lowest compared OMol25 entry of this formula, charge and spin) in kcal/mol: 86.33
Total charge: 0
HOMO level in eV: -9.94

The molecule's Mulliken atomic charges, reported in e, are given here:
1. O -0.504
2. C -0.057
3. C -0.115
4. N -0.350
5. O -0.385
6. H 0.297
7. H 0.262
8. H 0.217
9. H 0.291
10. H 0.344